Entry 1:
Density functional theory data (the ωB97M-V functional and the def2-TZVPD basis) for an isolated molecule of C7H6S at a distorted geometry.

```
14
Properties=species:S:1:pos:R:3
C -0.49 -1.57 -4.32
C -0.26 -1.18 -3.16
C -0.03 -0.94 -1.82
C -0.14 -0.75 -0.58
C 0.27 -0.36 0.74
C -0.53 -1.15 1.91
C -0.13 1.14 0.96
S 0.66 2.13 2.19
H -1.00 -2.27 -5.29
H 1.30 -0.56 0.81
H -1.64 -0.92 1.80
H -0.14 -2.18 1.91
H -0.16 -0.88 2.94
H -1.02 1.46 0.40
```

Values from the calculation:
Charge: 0
Energy above the lowest of the compared OMol25 structures with the same formula, charge and spin (eV): 5.794
Electronic energy (eV): -18184.9965
SMILES: C#CC#C[C@H](C)C=S

Entry 2:
Density functional theory data (the ωB97M-V functional and the def2-TZVPD basis) for a structure of composition C35H32AsBrN4O2P2PtSSe2 at a distorted geometry.

```
81
Properties=species:S:1:pos:R:3
Pt -1.94 0.46 1.87
Se 4.37 -3.17 1.37
P 3.05 -2.40 -0.07
C 2.60 -3.58 -1.36
C 2.78 -4.94 -1.12
C 2.47 -5.87 -2.10
C 2.00 -5.45 -3.34
C 1.84 -4.10 -3.59
C 2.12 -3.17 -2.60
C 3.83 -0.97 -0.88
C 3.95 0.19 -0.12
C 4.72 1.24 -0.57
C 5.39 1.14 -1.78
C 5.27 -0.01 -2.54
C 4.49 -1.06 -2.10
C 1.52 -1.74 0.67
C 0.40 -0.98 0.30
N -0.26 -0.77 1.45
N 0.36 -1.38 2.42
N 1.42 -1.98 1.98
P -0.31 -0.22 -1.14
Se -2.21 0.73 -0.62
C 0.79 0.99 -1.91
C 1.69 0.64 -2.92
C 2.47 1.61 -3.51
C 2.41 2.92 -3.07
C 1.55 3.26 -2.03
C 0.74 2.30 -1.46
C -0.75 -1.51 -2.32
C -1.25 -2.69 -1.78
C -1.79 -3.66 -2.60
C -1.83 -3.46 -3.97
C -1.33 -2.28 -4.52
C -0.80 -1.30 -3.69
H 3.17 -5.25 -0.16
H 2.60 -6.92 -1.89
H 1.78 -6.18 -4.10
H 1.49 -3.76 -4.56
H 1.99 -2.13 -2.82
H 3.46 0.25 0.85
H 4.81 2.13 0.03
H 6.01 1.96 -2.12
H 5.80 -0.09 -3.48
H 4.44 -1.97 -2.68
H 1.78 -0.38 -3.25
H 3.15 1.34 -4.31
H 3.03 3.68 -3.52
H 1.51 4.28 -1.67
H 0.05 2.57 -0.66
H -1.23 -2.85 -0.70
H -2.16 -4.58 -2.18
H -2.24 -4.22 -4.62
H -1.37 -2.12 -5.58
H -0.46 -0.37 -4.12
C -6.02 -1.29 4.37
As -4.62 -0.23 3.58
C -3.64 0.41 5.10
C -5.58 1.15 2.67
S -3.44 -1.42 2.26
H -6.64 -0.67 5.02
H -5.57 -2.09 4.96
H -6.63 -1.72 3.57
H -4.12 1.31 5.49
H -2.61 0.64 4.81
H -3.66 -0.39 5.84
H -5.95 1.88 3.40
H -6.41 0.65 2.17
H -4.92 1.65 1.96
Br 1.33 7.26 3.47
C -0.29 6.30 3.56
C -1.42 6.91 4.10
N -2.59 6.30 4.19
C -2.67 5.06 3.74
C -1.60 4.37 3.19
C -0.37 5.00 3.09
C -1.76 2.97 2.70
O -2.85 2.38 2.89
O -0.80 2.43 2.11
H -1.36 7.92 4.47
H -3.64 4.57 3.81
H 0.48 4.49 2.67
```

Values from the calculation:
Charge: 0
2S+1: 3
Energy above the lowest of the compared OMol25 structures with the same formula, charge and spin (eV): 0.000
Electronic energy (eV): -341103.7537

Entry 3:
Density functional theory data (the ωB97M-V functional and the def2-TZVPD basis) for a cluster of 9 separate species, C35H72IN5O25P in total at a distorted geometry.

```
139
Properties=species:S:1:pos:R:3
N 1.79 0.64 -3.31
C 1.76 -0.82 -3.21
N 0.35 -1.22 -3.16
N -0.68 -0.52 -2.63
C -1.78 -1.26 -2.83
P -3.55 -0.83 -2.35
O -3.87 0.32 -3.48
I -3.22 0.40 -0.27
N -1.51 -2.38 -3.44
C -0.16 -2.36 -3.64
N 0.48 -3.37 -4.22
H 1.01 0.98 -3.85
H 2.64 0.92 -3.79
H 2.22 -1.14 -2.28
H 2.23 -1.24 -4.08
H -0.57 0.37 -2.17
H -3.49 0.01 -4.31
H -0.05 -4.20 -4.42
H 1.46 -3.35 -4.41
C 3.90 -3.80 1.14
C 4.16 -4.55 -0.14
O 4.97 -3.78 -1.05
C 6.28 -3.77 -0.77
O 6.81 -4.36 0.14
O 6.89 -3.01 -1.67
C 8.30 -2.86 -1.45
H 3.47 -2.81 0.93
H 3.20 -4.35 1.77
H 4.82 -3.64 1.70
H 3.23 -4.73 -0.67
H 4.63 -5.51 0.04
H 8.79 -3.83 -1.36
H 8.48 -2.26 -0.56
H 8.69 -2.34 -2.32
C 2.84 3.61 2.94
C 2.23 2.26 3.27
O 0.86 2.40 3.69
C -0.02 2.55 2.72
O 0.20 2.56 1.54
O -1.23 2.69 3.28
C -2.28 2.94 2.35
H 2.73 4.30 3.77
H 3.90 3.50 2.72
H 2.36 4.05 2.07
H 2.75 1.82 4.12
H 2.30 1.57 2.44
H -2.26 2.21 1.55
H -2.18 3.94 1.93
H -3.21 2.88 2.90
C 10.79 -10.26 0.78
C 11.07 -9.69 2.15
O 11.00 -8.26 2.15
C 9.78 -7.74 2.19
O 8.75 -8.36 2.24
O 9.89 -6.42 2.15
C 8.63 -5.72 2.12
H 11.44 -9.81 0.04
H 10.94 -11.34 0.78
H 9.76 -10.06 0.48
H 12.09 -9.93 2.45
H 10.40 -10.10 2.91
H 7.99 -6.04 2.94
H 8.14 -5.88 1.17
H 8.86 -4.66 2.24
C 13.84 -6.84 4.21
C 14.15 -7.62 2.95
O 14.98 -6.86 2.06
C 16.27 -6.84 2.37
O 16.79 -7.41 3.29
O 16.90 -6.08 1.47
C 18.30 -5.92 1.72
H 13.42 -5.86 3.96
H 13.12 -7.39 4.83
H 14.74 -6.67 4.80
H 13.23 -7.81 2.41
H 14.61 -8.58 3.18
H 18.79 -6.89 1.83
H 18.46 -5.31 2.60
H 18.71 -5.42 0.85
C -7.94 -0.11 1.26
C -6.64 0.43 1.84
O -6.88 1.57 2.68
C -7.32 1.29 3.90
O -7.51 0.19 4.35
O -7.52 2.44 4.54
C -8.06 2.31 5.86
H -8.48 0.69 0.75
H -7.74 -0.91 0.54
H -8.58 -0.50 2.04
H -5.99 0.79 1.04
H -6.10 -0.34 2.39
H -7.46 1.62 6.46
H -9.09 1.96 5.80
H -8.04 3.30 6.30
C -4.33 3.85 -6.25
C -5.11 3.04 -5.23
O -6.52 3.15 -5.42
C -7.01 2.39 -6.40
O -6.39 1.62 -7.08
O -8.32 2.63 -6.48
C -8.98 1.93 -7.54
H -4.67 4.88 -6.25
H -3.27 3.82 -6.03
H -4.48 3.45 -7.25
H -4.91 3.42 -4.23
H -4.81 1.99 -5.24
H -8.78 0.86 -7.48
H -8.68 2.32 -8.50
H -10.05 2.10 -7.40
C -10.16 3.09 1.42
C -9.60 3.56 0.10
O -10.65 3.88 -0.83
C -11.22 5.07 -0.64
O -10.91 5.88 0.19
O -12.19 5.21 -1.55
C -12.94 6.42 -1.42
H -10.85 2.26 1.27
H -9.35 2.76 2.08
H -10.71 3.88 1.93
H -9.02 2.77 -0.37
H -8.94 4.42 0.23
H -12.28 7.28 -1.42
H -13.55 6.40 -0.52
H -13.59 6.47 -2.29
C -8.46 7.47 -0.61
C -7.03 7.62 -1.09
O -6.50 8.92 -0.79
C -6.09 9.09 0.47
O -6.10 8.26 1.34
O -5.66 10.34 0.60
C -5.24 10.69 1.92
H -9.08 8.28 -1.01
H -8.87 6.52 -0.93
H -8.52 7.52 0.48
H -6.99 7.53 -2.17
H -6.39 6.85 -0.67
H -4.51 9.98 2.30
H -6.10 10.74 2.58
H -4.79 11.68 1.85
```

Values from the calculation:
Charge: +1
Energy above the lowest of the compared OMol25 structures with the same formula, charge and spin (eV): 0.616
Electronic energy (eV): -113486.0657

Entry 4:
Density functional theory data (the ωB97M-V functional and the def2-TZVPD basis) for a structure of composition C2H2F2InLiO at a distorted geometry.

```
9
Properties=species:S:1:pos:R:3
F -1.18 2.03 -0.04
C -0.71 0.25 0.36
C 0.39 -0.26 -0.33
O 1.63 0.09 0.10
H -0.67 0.45 1.44
H 0.25 -0.28 -1.43
In 3.36 0.13 -0.09
Li -1.11 -2.09 0.02
F -1.96 -0.33 -0.03
```

Values from the calculation:
Charge: +1
2S+1: 2
Electronic energy (eV): -14956.7395

Entry 5:
Density functional theory data (the ωB97M-V functional and the def2-TZVPD basis) for a cluster of 12 separate species, C36H104N8O12 in total at a distorted geometry.

```
160
Properties=species:S:1:pos:R:3
C -2.78 -2.95 -0.38
O -2.04 -2.54 -1.51
C -2.58 -3.01 -2.73
C -1.59 -2.90 -3.87
C -1.14 -1.49 -4.21
N -2.10 -3.50 -5.12
H -3.83 -2.69 -0.48
H -2.35 -2.50 0.52
H -2.67 -4.03 -0.21
H -2.91 -4.05 -2.61
H -3.48 -2.42 -2.97
H -0.65 -3.42 -3.62
H -0.85 -0.90 -3.33
H -1.94 -0.94 -4.71
H -0.28 -1.53 -4.87
H -2.86 -2.87 -5.38
H -2.58 -4.38 -4.91
C -1.48 1.41 7.23
O -1.05 1.39 5.89
C -2.10 0.96 5.04
C -1.62 1.10 3.61
C -1.40 2.54 3.22
N -2.54 0.51 2.61
H -2.36 2.02 7.43
H -0.63 1.76 7.83
H -1.64 0.39 7.61
H -2.33 -0.10 5.19
H -3.04 1.51 5.19
H -0.64 0.60 3.54
H -1.03 2.63 2.19
H -0.56 2.99 3.76
H -2.23 3.23 3.38
H -2.60 -0.49 2.82
H -2.01 0.57 1.74
C 1.04 1.58 -3.19
O 0.19 1.26 -2.09
C 0.75 0.16 -1.34
C -0.09 0.21 -0.06
C 0.26 -0.94 0.91
N -1.52 0.17 -0.35
H 0.65 2.47 -3.69
H 0.92 0.76 -3.91
H 2.09 1.69 -2.96
H 0.65 -0.78 -1.89
H 1.81 0.38 -1.17
H 0.24 1.12 0.45
H -0.44 -0.88 1.75
H 1.28 -0.91 1.30
H 0.17 -1.89 0.38
H -1.78 -0.74 -0.74
H -1.64 0.80 -1.15
C 0.96 -4.61 -0.11
O 1.88 -4.66 -1.18
C 2.26 -3.38 -1.65
C 3.72 -3.47 -2.06
C 4.27 -2.15 -2.61
N 4.00 -4.53 -3.05
H 0.61 -5.62 0.12
H 0.08 -4.00 -0.37
H 1.41 -4.13 0.76
H 1.65 -3.12 -2.52
H 2.18 -2.65 -0.84
H 4.35 -3.66 -1.18
H 3.89 -1.31 -2.02
H 4.00 -1.92 -3.64
H 5.35 -2.09 -2.50
H 3.58 -4.17 -3.90
H 3.51 -5.39 -2.82
C -6.14 0.79 -4.48
O -4.83 0.30 -4.25
C -4.07 1.12 -3.39
C -3.39 2.29 -4.11
C -2.47 1.80 -5.23
N -2.58 3.09 -3.17
H -6.14 1.74 -5.03
H -6.61 0.98 -3.51
H -6.73 0.02 -4.97
H -4.65 1.51 -2.54
H -3.36 0.47 -2.87
H -4.17 2.91 -4.56
H -2.15 2.68 -5.79
H -2.93 1.08 -5.91
H -1.57 1.36 -4.80
H -3.18 3.24 -2.37
H -1.82 2.51 -2.83
C 0.07 4.25 -0.27
O 1.28 4.64 -0.89
C 2.43 3.95 -0.40
C 2.63 4.19 1.08
C 2.55 5.66 1.44
N 3.96 3.73 1.51
H -0.02 4.62 0.76
H -0.04 3.17 -0.34
H -0.76 4.75 -0.77
H 2.31 2.87 -0.58
H 3.30 4.28 -0.97
H 1.93 3.58 1.67
H 3.04 6.25 0.66
H 2.92 5.86 2.45
H 1.53 6.06 1.46
H 4.26 2.89 1.02
H 4.69 4.40 1.28
C 8.39 -2.10 3.81
O 7.54 -1.43 2.90
C 6.34 -2.13 2.68
C 5.45 -1.27 1.81
C 4.11 -1.94 1.55
N 6.06 -0.95 0.51
H 9.20 -1.44 4.11
H 8.82 -2.99 3.36
H 7.82 -2.36 4.71
H 6.50 -3.12 2.22
H 5.80 -2.39 3.60
H 5.26 -0.32 2.31
H 4.23 -2.94 1.12
H 3.46 -1.33 0.93
H 3.61 -2.07 2.51
H 6.99 -0.58 0.70
H 6.22 -1.79 -0.04
C -1.61 -3.35 3.74
O -2.54 -2.30 3.52
C -3.69 -2.43 4.32
C -4.66 -3.59 3.95
C -4.79 -3.67 2.41
N -6.00 -3.44 4.49
H -2.05 -4.31 3.50
H -1.19 -3.34 4.75
H -0.73 -3.18 3.11
H -3.39 -2.59 5.36
H -4.25 -1.50 4.20
H -4.25 -4.56 4.24
H -3.82 -4.05 2.07
H -4.86 -2.64 2.04
H -5.58 -4.27 1.98
H -5.99 -3.39 5.51
H -6.33 -2.48 4.33
C 4.01 3.41 -4.43
O 4.79 4.57 -4.21
H 4.01 2.71 -3.60
H 2.96 3.69 -4.55
H 4.38 2.84 -5.29
H 4.60 5.16 -4.94
C -0.79 5.78 -3.71
O -1.48 5.21 -4.83
H 0.05 5.12 -3.47
H -0.45 6.77 -3.99
H -1.45 5.79 -2.84
H -1.89 4.38 -4.52
C 1.19 -1.92 4.79
O 1.75 -2.77 3.79
H 1.93 -1.40 5.40
H 0.52 -1.20 4.33
H 0.62 -2.57 5.46
H 2.24 -3.46 4.23
C -3.52 3.22 0.11
O -4.31 3.96 -0.81
H -2.65 2.78 -0.37
H -3.13 3.89 0.89
H -4.05 2.41 0.63
H -5.03 4.34 -0.30
```

Values from the calculation:
Charge: 0
Energy above the lowest of the compared OMol25 structures with the same formula, charge and spin (eV): 1.506
Electronic energy (eV): -75503.8581
SMILES: COC[C@H](C)N.COC[C@H](C)N.COC[C@H](C)N.COC[C@H](C)N.COC[C@H](C)N.COC[C@H](C)N.COC[C@H](C)N.COC[C@H](C)N.CO.CO.CO.CO